Entry 1:
{"formula": "C4H8O2", "method": "wB97M-V/def2-TZVPD", "elements": ["C", "C", "C", "O", "C", "O", "H", "H", "H", "H", "H", "H", "H", "H"], "coordinates": [[-1.268, 0.861, -0.337], [0.971, -0.298, 0.682], [0.389, -1.408, 0.201], [-1.500, -0.579, -0.242], [1.715, 0.566, -0.218], [2.138, 1.675, 0.046], [-0.689, 1.419, 0.430], [-2.269, 1.262, -0.369], [-0.740, 1.038, -1.283], [0.807, 0.044, 1.701], [0.502, -1.705, -0.839], [-0.070, -2.162, 0.834], [-1.861, -0.832, 0.622], [1.877, 0.118, -1.227]], "atomic_forces_ev_per_a": [[-0.59, -0.23, -0.24], [0.52, -0.45, 0.20], [1.30, -0.30, 0.29], [-0.76, 0.89, 0.04], [0.18, 0.22, 0.02], [-0.12, -0.36, -0.10], [-0.35, -1.05, -0.03], [-0.17, 0.62, -0.22], [-0.35, -0.20, 0.19], [0.24, -0.14, -0.04], [0.18, 0.09, 0.14], [-0.07, 0.24, -0.02], [-0.04, 0.54, -0.29], [0.01, 0.14, 0.07]], "lowdin_charge": [-0.10, -0.19, -0.01, -0.16, -0.35, 0.01, 0.09, 0.08, 0.10, 0.12, 0.09, 0.09, 0.10, 0.12], "smiles": "C=CC=O.CO", "lumo_ev": 0.6, "e_homo_ev": -9.13, "mol_weight_g_mol": 88.1, "energy_ha": -307.59669, "max_force_ha_per_bohr": 0.0266, "e_above_lowest_kj_mol": 303.9}

Entry 2:
{"formula": "C4H8O2", "method": "wB97M-V/def2-TZVPD", "elements": ["C", "C", "C", "O", "C", "O", "H", "H", "H", "H", "H", "H", "H", "H"], "coordinates": [[-0.701, 1.469, 0.799], [0.631, 0.862, 0.478], [-0.275, -1.171, -0.473], [0.376, -2.280, -1.024], [0.889, -0.149, -0.475], [1.026, 1.196, -0.933], [-0.437, 2.526, 0.825], [-1.094, 1.190, 1.783], [-1.470, 1.327, 0.030], [1.341, 0.830, 1.291], [-0.759, -1.498, 0.515], [-1.119, -0.764, -1.037], [-0.281, -2.913, -1.294], [1.873, -0.624, -0.486]], "atomic_forces_ev_per_a": [[0.08, 0.16, 0.07], [0.79, 1.27, 0.04], [0.15, 0.39, -0.79], [-0.32, -0.89, -0.70], [-0.88, -1.61, 1.08], [-0.91, -0.56, 1.24], [-0.52, 0.24, 0.15], [0.14, -0.07, -0.17], [0.30, -0.09, 0.16], [0.56, 1.19, 0.01], [1.22, 1.08, -0.65], [0.01, -0.28, -0.50], [-0.22, -0.58, -0.17], [-0.41, -0.24, 0.23]], "lowdin_charge": [-0.05, -0.30, -0.21, -0.06, -0.28, 0.01, 0.08, 0.08, 0.09, 0.14, 0.15, 0.12, 0.08, 0.15], "smiles": "C[C@@H]1O[C@@H]1CO", "lumo_ev": 0.8, "e_homo_ev": -9.98, "mol_weight_g_mol": 88.1, "energy_ha": -307.58904, "max_force_ha_per_bohr": 0.0414, "e_above_lowest_kj_mol": 324.0}

Entry 3:
{"formula": "C4H8O2", "method": "wB97M-V/def2-TZVPD", "elements": ["C", "C", "O", "C", "C", "O", "H", "H", "H", "H", "H", "H", "H", "H"], "coordinates": [[1.844, 0.516, 0.630], [0.557, 0.131, 0.016], [0.088, 0.796, -0.974], [-0.958, 0.426, -1.722], [-1.275, -0.783, 0.864], [0.015, -1.080, 0.292], [1.820, 0.448, 1.724], [2.118, 1.531, 0.335], [2.613, -0.178, 0.272], [-1.041, 0.150, 1.397], [-1.161, 1.098, -2.537], [-1.141, -0.638, -1.799], [-2.069, -0.739, 0.100], [-1.586, -1.542, 1.572]], "atomic_forces_ev_per_a": [[0.12, -0.04, -0.11], [0.71, -0.64, 0.11], [-0.11, 0.62, -0.32], [-0.24, -0.21, -0.43], [-0.23, -0.09, 0.30], [-0.08, 0.08, -0.04], [-0.07, -0.01, -0.18], [-0.03, -0.13, 0.02], [0.19, 0.09, 0.12], [-1.25, -0.05, 0.03], [0.17, 0.06, 0.00], [-0.04, 0.12, 0.02], [0.43, 0.48, 0.36], [0.42, -0.29, 0.13]], "lowdin_charge": [0.01, -0.48, -0.01, -0.05, -0.06, -0.07, 0.09, 0.09, 0.09, 0.11, 0.05, 0.06, 0.08, 0.09], "lumo_ev": [0.9, 0.9], "e_homo_ev": [-6.57, -7.09], "mol_weight_g_mol": 88.1, "energy_ha": -307.53645, "max_force_ha_per_bohr": 0.0243, "e_above_lowest_kj_mol": 462.0}

Entry 4:
{"formula": "C4H8O2", "method": "wB97M-V/def2-TZVPD", "elements": ["C", "C", "C", "C", "O", "O", "H", "H", "H", "H", "H", "H", "H", "H"], "coordinates": [[-1.134, -1.583, 1.415], [0.701, 0.278, -1.277], [0.145, 1.696, -1.241], [-0.143, -1.155, 2.245], [0.320, -0.495, -0.158], [0.383, -1.199, 3.302], [-2.080, -1.073, 1.360], [-0.942, -2.331, 0.655], [0.328, -0.253, -2.159], [1.796, 0.296, -1.355], [0.617, -0.333, 0.922], [0.627, 2.274, -0.452], [0.311, 2.195, -2.195], [-0.930, 1.682, -1.062]], "atomic_forces_ev_per_a": [[0.82, -0.05, 0.78], [0.69, 0.47, 0.38], [0.06, -0.21, -0.03], [-2.59, -2.58, 1.92], [0.76, 0.21, 2.50], [0.64, 0.98, -1.07], [0.11, 0.41, 0.04], [0.21, 0.29, 0.12], [-0.04, -0.05, 0.22], [-0.07, 0.11, -0.15], [-0.63, 0.35, -4.77], [-0.04, 0.06, 0.01], [0.10, 0.07, -0.02], [-0.02, -0.05, 0.06]], "lowdin_charge": [0.05, -0.33, -0.09, -0.28, -0.21, 0.12, 0.08, 0.08, 0.11, 0.11, 0.15, 0.07, 0.07, 0.07], "smiles": "C=C=O.CCO", "lumo_ev": 0.2, "e_homo_ev": -8.73, "mol_weight_g_mol": 88.1, "energy_ha": -307.56250, "max_force_ha_per_bohr": 0.0938, "e_above_lowest_kj_mol": 393.7}

Entry 5:
{"formula": "C4H8O2", "method": "wB97M-V/def2-TZVPD", "elements": ["O", "C", "C", "C", "O", "C", "H", "H", "H", "H", "H", "H", "H", "H"], "coordinates": [[-1.228, -1.287, 0.420], [0.257, -1.369, 0.319], [0.691, -0.362, -0.727], [0.433, 0.887, 0.108], [-0.054, 2.043, -0.543], [-0.628, 0.350, 1.049], [-1.672, -1.374, -0.459], [0.538, -2.411, 0.121], [0.084, -0.363, -1.661], [1.743, -0.475, -1.010], [1.331, 1.106, 0.709], [0.535, 2.233, -1.283], [-1.617, 0.777, 0.850], [-0.415, 0.246, 2.106]], "atomic_forces_ev_per_a": [[-0.12, 0.08, -0.16], [0.23, -0.39, -0.24], [0.06, 0.05, 0.02], [0.05, -0.32, 0.22], [0.13, 0.09, -0.20], [-0.15, 0.41, 0.11], [0.09, 0.04, 0.18], [-0.03, 0.19, 0.03], [0.04, -0.06, 0.13], [-0.16, 0.02, 0.06], [-0.15, 0.00, -0.09], [-0.13, 0.05, 0.10], [0.11, -0.10, 0.04], [0.01, -0.05, -0.19]], "lowdin_charge": [-0.10, -0.23, -0.18, -0.42, -0.03, 0.08, 0.12, 0.07, 0.12, 0.11, 0.15, 0.10, 0.11, 0.10], "lumo_ev": [0.6, 0.6], "e_homo_ev": [-7.02, -7.02], "mol_weight_g_mol": 88.1, "energy_ha": -307.48013, "max_force_ha_per_bohr": 0.0101, "e_above_lowest_kj_mol": 609.9}

Entry 6:
{"formula": "C4H8O2", "method": "wB97M-V/def2-TZVPD", "elements": ["O", "O", "C", "C", "C", "C", "H", "H", "H", "H", "H", "H", "H", "H"], "coordinates": [[-0.376, 1.356, 0.742], [0.820, -0.701, 1.072], [0.782, 0.721, 1.290], [-0.791, 0.900, -0.543], [0.562, -1.183, -0.277], [-0.811, -0.633, -0.624], [1.700, 1.162, 0.871], [0.778, 0.948, 2.349], [-0.062, 1.256, -1.301], [-1.801, 1.284, -0.784], [1.293, -0.814, -1.015], [0.555, -2.294, -0.272], [-1.505, -0.996, 0.116], [-1.145, -1.005, -1.624]], "atomic_forces_ev_per_a": [[-0.11, -0.45, 0.40], [0.23, 0.21, 0.24], [-0.24, -0.61, -1.79], [0.63, -0.54, -0.64], [-0.64, 0.78, 0.60], [-0.02, -0.11, -0.78], [-0.16, -0.01, -0.32], [-0.20, -0.46, 0.16], [-0.38, 0.11, 0.15], [0.66, 0.15, 0.44], [0.14, -0.10, 0.36], [0.26, 0.80, 0.31], [-0.39, -0.26, 0.26], [0.21, 0.50, 0.60]], "lowdin_charge": [-0.12, -0.13, -0.19, -0.20, -0.19, -0.17, 0.13, 0.13, 0.12, 0.13, 0.12, 0.13, 0.11, 0.13], "smiles": "C1COCOC1", "lumo_ev": 1.1, "e_homo_ev": -9.88, "mol_weight_g_mol": 88.1, "energy_ha": -307.65303, "max_force_ha_per_bohr": 0.0371, "e_above_lowest_kj_mol": 156.0}

Copy entry 2 word for word.
{"formula": "C4H8O2", "method": "wB97M-V/def2-TZVPD", "elements": ["C", "C", "C", "O", "C", "O", "H", "H", "H", "H", "H", "H", "H", "H"], "coordinates": [[-0.701, 1.469, 0.799], [0.631, 0.862, 0.478], [-0.275, -1.171, -0.473], [0.376, -2.280, -1.024], [0.889, -0.149, -0.475], [1.026, 1.196, -0.933], [-0.437, 2.526, 0.825], [-1.094, 1.190, 1.783], [-1.470, 1.327, 0.030], [1.341, 0.830, 1.291], [-0.759, -1.498, 0.515], [-1.119, -0.764, -1.037], [-0.281, -2.913, -1.294], [1.873, -0.624, -0.486]], "atomic_forces_ev_per_a": [[0.08, 0.16, 0.07], [0.79, 1.27, 0.04], [0.15, 0.39, -0.79], [-0.32, -0.89, -0.70], [-0.88, -1.61, 1.08], [-0.91, -0.56, 1.24], [-0.52, 0.24, 0.15], [0.14, -0.07, -0.17], [0.30, -0.09, 0.16], [0.56, 1.19, 0.01], [1.22, 1.08, -0.65], [0.01, -0.28, -0.50], [-0.22, -0.58, -0.17], [-0.41, -0.24, 0.23]], "lowdin_charge": [-0.05, -0.30, -0.21, -0.06, -0.28, 0.01, 0.08, 0.08, 0.09, 0.14, 0.15, 0.12, 0.08, 0.15], "smiles": "C[C@@H]1O[C@@H]1CO", "lumo_ev": 0.8, "e_homo_ev": -9.98, "mol_weight_g_mol": 88.1, "energy_ha": -307.58904, "max_force_ha_per_bohr": 0.0414, "e_above_lowest_kj_mol": 324.0}

Number 5 is which compound?
C4H8O2